(1)
Density functional theory data (wB97M-V/def2-TZVPD) for 2 unconnected molecules or ions with the total composition C17H12N5O9.

Geometry as XYZ:
```
43
Properties=species:S:1:pos:R:3:forces:R:3
O 4.00177 -0.92229 1.79269 -0.895 -1.178 -1.447
O -0.13149 -6.06337 0.63425 0.082 1.609 0.333
O 3.44568 -0.50793 -0.27177 -0.158 -1.794 1.318
O 4.27029 -6.94146 -0.52196 1.203 2.115 0.021
O -2.80603 3.70469 1.69731 -0.445 0.873 0.967
O -2.77367 0.36174 -1.03037 -0.175 -0.266 -0.232
O -3.94947 1.29904 0.68118 -0.328 -0.733 -0.414
O 5.42180 -4.94210 -0.48495 -1.359 -0.834 0.299
O -1.16488 -4.11382 1.27824 1.098 -2.005 -0.678
N 5.05054 -3.72062 -0.15837 -0.864 3.647 0.848
N 1.11543 -6.33899 0.30042 3.409 -0.976 -0.916
N 3.49407 -1.25904 0.71305 0.991 2.807 0.109
N 4.31808 -5.69552 -0.32187 -3.664 -4.918 0.054
N -0.14278 -4.74224 0.90667 -2.004 5.682 1.594
C -3.85200 -0.55030 -1.09091 -0.096 -0.919 0.318
C 2.92207 -2.59735 0.59722 -1.398 -0.455 0.256
C 1.47071 4.99507 0.84046 0.281 0.090 0.107
C 3.23085 -4.97727 0.08775 2.264 -0.347 -0.703
C -1.97661 2.33076 -0.00454 0.727 -0.433 -0.815
C 1.59771 -2.82668 0.87507 0.886 1.430 0.049
C 0.39893 4.20383 1.18360 -0.399 -0.086 -0.025
C 0.07005 6.26742 -0.62118 0.027 0.244 -0.098
C -0.84564 4.42375 0.60831 0.375 -0.021 -0.298
C 3.74905 -3.70052 0.18371 2.334 0.542 -0.482
C 1.31000 6.01975 -0.06930 0.310 0.192 -0.092
C -1.00495 5.48001 -0.27927 -0.175 -0.262 0.205
C 1.85746 -5.22407 0.36238 -0.894 -2.566 -0.392
C -1.96633 3.46349 0.83585 -0.837 -1.235 -0.218
C -2.97688 1.31624 -0.06345 0.151 2.132 1.634
C -4.89793 -0.13956 -2.10748 -0.034 0.261 -0.124
C 1.08417 -4.13389 0.74392 -0.939 -2.834 -0.289
H 2.43998 4.80149 1.26889 0.227 -0.013 0.106
H 2.15582 6.62117 -0.35618 0.205 0.157 -0.056
H 0.95993 -2.01387 1.18644 -0.133 0.127 0.012
H -1.16366 2.23149 -0.69731 0.334 -0.004 -0.363
H -4.42737 0.10560 -3.05967 0.079 -0.044 -0.072
H -4.28227 -0.62654 -0.08258 -0.069 -0.010 -0.383
H -0.05288 7.06438 -1.33542 -0.019 0.210 -0.143
H -3.42233 -1.53132 -1.33215 0.005 0.165 -0.185
H -5.43094 0.75071 -1.77288 0.032 0.005 0.095
H 0.51310 3.39572 1.88542 0.036 -0.240 0.111
H -5.63347 -0.92515 -2.29186 0.042 -0.097 0.123
H -1.97594 5.65753 -0.70937 -0.212 -0.018 -0.136
```
Forces are in eV/Å.

Output
**2S+1**: 1
**Net charge**: -1
**Frontier orbital gap**: 3.1 eV
**LUMO energy**: -0.345 eV
**Energy relative to the best compared isomer or geometry (same formula, charge and spin)**: 6.3 kcal per mole

(2)
Density functional theory data (wB97M-V/def2-TZVPD) for a molecular structure, C48H38AsN5O8PbSe.

Geometry as XYZ:
```
102
Properties=species:S:1:pos:R:3:forces:R:3
Pb 1.47412 -0.08452 0.26984 0.054 -0.080 -0.682
Se 3.79139 1.65515 -2.05722 0.116 0.130 -0.414
As -2.08727 0.93216 -0.74852 -0.835 0.506 -0.118
O 3.40993 0.19088 -1.44799 -0.106 0.103 0.163
O 4.36804 1.55028 -3.55898 -0.147 -0.020 -0.054
O 2.20506 2.42169 -2.35925 0.036 -0.036 0.321
O 3.20735 -1.43744 1.32380 0.232 0.236 -0.253
O -0.89248 -1.56626 -0.23096 -0.177 0.088 0.027
O -0.84359 1.34978 0.23112 0.144 -0.287 -0.073
O 4.67287 2.59149 -1.08968 -0.054 0.009 0.143
O 5.87615 -0.71642 1.93447 -0.232 -0.035 0.281
N 1.46806 1.30340 2.48619 0.031 0.074 0.074
N 0.42045 -3.25369 -1.14540 0.077 -0.351 -0.338
N 1.55225 -2.57805 -0.69467 -0.378 -0.095 0.237
N 1.81688 2.53806 -0.00036 0.127 -0.125 0.422
N 0.66521 -1.34468 2.52698 -0.150 0.119 0.257
C -3.48477 0.12259 0.31277 -0.065 0.077 0.036
C -3.10260 4.47905 -2.83519 -0.033 0.037 0.035
C 1.72250 3.38082 3.59152 0.073 0.073 0.126
C 1.28811 1.39979 4.85494 0.032 0.055 0.116
C -4.04778 -0.81569 2.45211 -0.052 0.039 -0.027
C -5.78255 -0.34223 0.84704 0.009 -0.036 0.036
C 6.37500 -2.99087 -0.85704 0.103 -0.009 0.112
C -5.39135 -0.81670 2.09255 0.017 -0.028 -0.025
C -3.09486 -5.11175 -2.54140 -0.012 0.026 -0.031
C 0.40827 -3.43779 3.63500 0.006 0.023 0.051
C 5.08168 -3.23711 -1.25541 -0.079 0.004 -0.087
C 1.75621 4.58964 -1.34821 0.159 -0.069 -0.092
C 2.66330 -3.08182 -1.06792 0.008 -0.079 0.050
C -3.17058 5.39910 -1.79960 0.033 -0.052 -0.009
C -2.92356 3.12776 -2.55710 -0.137 -0.081 0.090
C 1.42413 4.67030 1.03318 -0.135 0.125 0.145
C -4.28416 -4.85226 -1.86541 0.056 -0.007 0.049
C 1.50741 3.10753 -1.27963 0.032 0.143 0.143
C -3.09264 -0.34760 1.56156 0.109 0.088 0.001
C -4.82898 0.13930 -0.04064 0.178 -0.002 -0.023
C 1.62280 5.31906 -0.22986 0.021 -0.144 -0.003
C 6.59027 -2.14234 0.23326 0.010 -0.037 -0.217
C 3.98106 -2.69269 -0.58276 0.088 0.216 0.186
C 1.63753 3.29534 1.07208 -0.030 0.239 -0.355
C -2.82235 2.68716 -1.24097 0.313 0.098 0.010
C 0.36323 -2.63816 2.50284 0.024 0.027 0.000
C -1.93073 -4.43606 -2.20292 -0.032 0.059 0.032
C -2.83225 -1.18269 -4.29697 0.016 0.064 0.010
C -0.71055 -2.67713 -0.82679 0.191 0.195 0.023
C -3.06313 4.96871 -0.48143 -0.087 0.016 -0.051
C -1.69306 -0.91750 -5.04557 0.022 0.009 0.069
C -4.29220 -3.92162 -0.83436 0.025 0.030 -0.019
C 5.53839 -1.56129 0.90048 -0.098 0.085 -0.098
C 5.16551 0.52258 2.02902 0.110 -0.014 -0.291
C 1.63474 2.62962 2.41061 -0.094 -0.165 0.083
C 0.88585 -2.87922 4.80777 0.029 0.033 -0.007
C -3.12805 -3.23519 -0.50519 -0.025 0.020 -0.004
C 1.30600 0.69155 3.66535 0.068 0.074 -0.107
C -1.93888 -3.47740 -1.18885 -0.016 -0.015 -0.064
C -2.95850 -0.66051 -3.01568 -0.034 -0.024 0.066
C -0.80086 0.40237 -3.24341 -0.013 0.007 0.253
C -0.67406 -0.13356 -4.51543 -0.016 -0.005 -0.099
C 1.08203 -0.78751 3.66309 -0.041 -0.095 -0.094
C -1.94776 0.13606 -2.49795 0.496 -0.212 0.116
C -2.88907 3.62284 -0.20692 0.023 -0.130 -0.025
C 4.17593 -1.85775 0.56764 -0.048 -0.248 0.137
C 1.25956 -1.54664 4.81711 0.031 -0.023 0.089
C 1.52777 2.76686 4.80651 0.011 -0.064 -0.047
H -2.84030 2.42072 -3.37234 0.050 -0.016 -0.038
H -2.73584 3.28508 0.81089 0.032 0.059 0.037
H 4.89882 -3.85596 -2.12983 -0.041 -0.023 0.055
H -6.13616 -1.18417 2.78952 0.006 0.011 -0.021
H -6.83037 -0.33311 0.57353 -0.010 -0.011 -0.012
H -2.03408 -0.33487 1.80171 -0.052 -0.036 0.054
H -5.19405 -5.37688 -2.13639 0.020 0.002 0.001
H -3.61789 -1.81033 -4.69940 0.014 -0.024 0.017
H 1.72397 6.40062 -0.26202 0.013 -0.014 -0.012
H 1.08924 0.91227 5.79906 0.007 -0.027 -0.037
H 0.97730 -3.47633 5.70705 0.039 -0.008 0.001
H -0.00377 1.00581 -2.81498 0.047 -0.029 -0.113
H -3.07390 5.69134 0.32572 -0.010 -0.037 0.003
H 7.59637 -1.89897 0.55805 -0.030 0.047 -0.004
H -1.58795 -1.34296 -6.03696 0.003 0.018 0.022
H -3.12671 -2.48919 0.28147 0.005 -0.126 -0.113
H -3.08321 -5.83998 -3.34607 0.022 0.021 0.025
H 7.21339 -3.42194 -1.38903 0.017 -0.005 -0.020
H -0.99605 -4.62065 -2.71593 -0.018 -0.013 -0.007
H -3.75135 -1.17010 3.43221 0.037 -0.027 -0.041
H -3.82582 -0.90452 -2.41442 -0.009 -0.034 -0.018
H -3.14651 4.81743 -3.86440 -0.029 -0.034 0.031
H 0.22682 0.05607 -5.08576 -0.005 -0.002 0.039
H 5.76122 1.15211 2.69092 0.020 0.014 -0.014
H -3.27040 6.45609 -2.01831 -0.006 -0.026 0.004
H -5.12729 0.53835 -1.00331 -0.062 0.024 0.011
H 0.07764 -3.04960 1.54422 -0.038 0.087 -0.085
H 1.55476 3.34732 5.72046 0.016 0.012 0.025
H 2.00786 5.01312 -2.31503 -0.029 0.004 0.071
H 5.07528 1.00699 1.05017 0.027 -0.033 0.038
H 1.94834 4.43512 3.55138 -0.042 -0.020 -0.092
H 4.17024 0.38278 2.43879 -0.087 -0.065 0.083
H -5.20915 -3.71772 -0.29019 0.039 0.002 -0.017
H 1.18502 5.25439 1.91072 0.063 -0.060 -0.038
H 0.44524 2.90136 -1.51917 -0.026 -0.124 -0.128
H 0.09016 -4.47105 3.58971 0.072 0.001 -0.052
H 2.63298 -3.89813 -1.79772 0.023 -0.083 0.053
H 1.69968 -1.10933 5.70246 -0.065 0.014 0.010
```
Forces are in eV/Å.

Output
**2S+1**: 1
**Net charge**: -2
**Frontier orbital gap**: 5.0 eV
**LUMO energy**: 3.884 eV
**Energy relative to the best compared isomer or geometry (same formula, charge and spin)**: 33.7 kcal per mole

(3)
Density functional theory data (wB97M-V/def2-TZVPD) for 2 unconnected molecules or ions with the total composition C5H14N3.

Geometry as XYZ:
```
22
Properties=species:S:1:pos:R:3:forces:R:3
N -2.01899 1.25830 1.73619 0.083 0.148 -0.069
N 2.04581 -0.63079 -1.14343 0.317 0.087 -0.119
N -0.35848 -0.22564 0.76489 0.061 0.152 0.205
C -2.84765 1.72514 0.62762 0.100 -0.148 0.026
C 1.52670 -2.51787 -2.49859 0.006 0.033 0.022
C -0.62805 1.08069 1.38254 -0.069 0.032 0.111
C 1.74910 -2.01047 -1.30239 -0.069 0.135 -0.018
C 2.31545 -0.06227 -0.03287 -0.384 -0.241 -0.199
H 1.72299 -2.55823 -0.37621 0.007 -0.096 0.111
H 1.99948 -0.05028 -1.97549 0.044 -0.086 -0.067
H -0.02969 1.15023 2.29282 -0.001 -0.004 -0.041
H -0.58930 -0.92644 1.46369 -0.041 -0.059 -0.022
H 2.34563 -0.66136 0.86200 0.092 0.058 0.121
H 2.54346 0.99103 -0.04250 -0.062 0.128 0.182
H -0.27545 1.86220 0.69218 -0.006 -0.029 -0.063
H -1.04631 -0.36595 0.03020 0.091 -0.042 -0.113
H 1.56873 -1.90539 -3.39094 -0.024 -0.081 -0.049
H -2.89525 0.96355 -0.15330 -0.026 0.007 0.006
H 1.30340 -3.56843 -2.59661 -0.019 -0.023 -0.093
H -2.47695 2.65248 0.17972 0.033 0.083 -0.062
H -2.09297 1.90909 2.50562 -0.035 -0.044 0.100
H -3.86166 1.89042 0.97489 -0.100 -0.008 0.034
```
Forces are in eV/Å.

Output
**2S+1**: 1
**Net charge**: +1
**Frontier orbital gap**: 7.3 eV
**LUMO energy**: -4.786 eV
**Energy relative to the best compared isomer or geometry (same formula, charge and spin)**: 66.3 kcal per mole

(4)
Density functional theory data (wB97M-V/def2-TZVPD) for a molecular structure, C20H44BrFN6O4S.

Geometry as XYZ:
```
77
Properties=species:S:1:pos:R:3:forces:R:3
Br -6.67290 5.75430 1.65029 0.152 0.202 0.123
S -6.81011 5.77678 4.57030 0.323 0.907 -0.283
F -7.03284 4.24654 4.70791 -0.149 -0.183 0.160
O -8.03879 6.35547 4.16724 0.140 -0.283 -0.007
O -6.16014 6.24813 5.73625 -0.025 -0.173 -0.034
O -0.88011 1.38049 2.43129 -0.437 -0.269 -0.209
O 0.95556 -2.72891 -3.13747 -0.093 0.464 -0.229
N 1.67055 -2.53976 -4.19544 0.069 -1.209 0.994
N -3.99914 4.55579 5.55585 -0.014 -0.275 -0.027
N -2.81123 6.00002 3.95886 -0.124 -0.056 -0.095
N -0.45780 0.23039 2.02534 0.879 1.204 0.557
N -5.69606 5.82391 3.29357 -0.716 -0.644 -0.260
N -2.61803 3.65303 3.90991 -0.362 0.148 -0.375
C 3.57250 -4.68916 -4.65367 -0.048 0.076 -0.021
C 0.12544 -2.06025 2.85556 0.038 0.005 -0.148
C 2.43335 -0.01227 2.19421 -0.080 -0.032 -0.014
C -0.73801 -0.35677 4.39410 -0.095 0.248 0.087
C 1.55325 -0.07023 3.44188 0.243 0.271 -0.145
C 0.13029 -0.55174 3.15697 -0.197 -1.024 0.233
C 3.80175 -3.64147 -3.56551 -0.087 -0.359 0.019
C 3.83992 -1.55021 -4.97534 -0.069 -0.042 -0.095
C 0.37871 -0.98027 -0.00786 -0.031 -0.101 0.074
C 1.36039 -3.55902 -5.24602 -0.171 0.182 -1.017
C 1.76590 0.81053 1.09351 0.200 0.110 0.312
C 2.08117 -4.87029 -4.93214 0.237 -0.130 0.279
C 0.34394 0.35184 0.76712 -0.064 -0.597 -0.879
C 3.17817 -1.42224 -2.60951 -0.160 -0.022 0.224
C -3.53962 4.75533 4.19127 0.444 0.161 0.418
C -4.69739 4.70392 3.19510 0.098 0.258 -0.189
C -0.32306 1.37195 -0.14718 -0.131 0.250 0.097
C 3.10837 -2.30805 -3.84754 0.609 0.745 -0.396
C 1.75120 -3.05487 -6.64589 0.133 0.077 0.039
C -0.14500 -3.79145 -5.27902 -0.157 -0.026 0.216
H 2.74616 -1.90449 -1.73557 -0.069 -0.004 -0.064
H -2.37453 6.31476 4.81241 0.149 -0.015 0.052
H 0.22903 1.41640 -1.08528 0.035 -0.070 -0.026
H 4.25286 -2.20496 -5.73968 -0.055 -0.005 0.001
H 1.61247 -5.33345 -4.05824 -0.042 0.095 0.024
H 1.93419 -5.55803 -5.76737 -0.042 0.019 -0.040
H -2.05889 3.91979 3.10819 0.147 -0.060 0.043
H -3.13679 2.82564 3.62936 0.152 -0.167 0.196
H 4.10199 -4.41517 -5.56998 -0.016 0.031 -0.004
H 0.85773 -2.36377 2.11276 -0.035 0.039 -0.005
H 2.65886 -1.02110 1.83803 -0.036 -0.006 -0.009
H -1.77214 -0.63980 4.19263 0.002 -0.003 -0.018
H -1.35203 1.08417 -0.36781 0.001 -0.016 0.005
H -0.35938 -0.99066 5.19554 0.036 -0.065 -0.019
H 2.00081 -0.72837 4.18956 -0.041 -0.038 0.026
H 3.17762 -0.83137 -5.45779 -0.013 -0.002 0.009
H 4.22308 -1.20427 -2.39048 0.050 0.006 -0.062
H 4.87081 -3.45702 -3.43857 0.013 0.057 0.007
H -5.18295 3.72952 3.20519 -0.116 -0.004 0.244
H 1.32811 -3.71953 -7.39859 -0.074 -0.045 0.053
H -0.38022 -4.46947 -6.09893 0.046 -0.002 -0.059
H -3.42665 6.73442 3.63472 -0.080 0.030 0.072
H -3.33422 3.97666 6.04619 0.152 0.025 0.003
H -0.85977 -2.38219 2.51664 -0.009 0.014 -0.009
H -0.72731 0.67308 4.74451 -0.030 0.007 -0.082
H 1.73936 1.85948 1.40590 -0.095 -0.011 0.017
H 0.36126 -2.60961 3.76679 -0.022 0.071 0.072
H -0.32960 2.37003 0.28577 -0.040 -0.053 0.064
H 3.99896 -5.64112 -4.33287 0.017 -0.005 -0.014
H -0.56289 -1.52059 0.09049 -0.011 0.013 0.017
H 1.18623 -1.64090 0.30194 -0.039 0.005 0.051
H -4.14038 5.42202 6.05167 -0.151 -0.010 0.007
H 3.39391 0.43890 2.44971 0.015 -0.014 -0.003
H 2.82276 -3.03078 -6.82315 -0.026 0.013 0.038
H 1.50812 0.92780 3.88894 -0.101 0.009 -0.039
H -0.51105 -4.23793 -4.35756 0.039 0.069 0.028
H 3.43561 -4.03766 -2.61303 -0.079 0.062 -0.008
H 1.35173 -2.05531 -6.82061 -0.005 0.008 0.015
H 2.36120 0.76992 0.17827 -0.037 -0.013 -0.051
H -0.68071 -2.85567 -5.44282 0.014 0.011 0.007
H 4.68040 -0.99423 -4.56203 -0.006 -0.024 0.104
H 0.53310 -0.79688 -1.06988 0.000 0.090 -0.005
H 2.65675 -0.47755 -2.77530 -0.006 -0.004 -0.013
H -4.26381 4.82785 2.20639 0.054 0.078 -0.032
```
Forces are in eV/Å.

Output
**⟨S²⟩**: 2.01
**2S+1**: 3
**Net charge**: 0
**Frontier orbital gap (spin up / spin down)**: 8.0 / 8.7 eV
**LUMO energy (spin up / spin down)**: -0.337 / -0.337 eV

Copy entry 3 word for word.
Density functional theory data (wB97M-V/def2-TZVPD) for 2 unconnected molecules or ions with the total composition C5H14N3.

Geometry as XYZ:
```
22
Properties=species:S:1:pos:R:3:forces:R:3
N -2.01899 1.25830 1.73619 0.083 0.148 -0.069
N 2.04581 -0.63079 -1.14343 0.317 0.087 -0.119
N -0.35848 -0.22564 0.76489 0.061 0.152 0.205
C -2.84765 1.72514 0.62762 0.100 -0.148 0.026
C 1.52670 -2.51787 -2.49859 0.006 0.033 0.022
C -0.62805 1.08069 1.38254 -0.069 0.032 0.111
C 1.74910 -2.01047 -1.30239 -0.069 0.135 -0.018
C 2.31545 -0.06227 -0.03287 -0.384 -0.241 -0.199
H 1.72299 -2.55823 -0.37621 0.007 -0.096 0.111
H 1.99948 -0.05028 -1.97549 0.044 -0.086 -0.067
H -0.02969 1.15023 2.29282 -0.001 -0.004 -0.041
H -0.58930 -0.92644 1.46369 -0.041 -0.059 -0.022
H 2.34563 -0.66136 0.86200 0.092 0.058 0.121
H 2.54346 0.99103 -0.04250 -0.062 0.128 0.182
H -0.27545 1.86220 0.69218 -0.006 -0.029 -0.063
H -1.04631 -0.36595 0.03020 0.091 -0.042 -0.113
H 1.56873 -1.90539 -3.39094 -0.024 -0.081 -0.049
H -2.89525 0.96355 -0.15330 -0.026 0.007 0.006
H 1.30340 -3.56843 -2.59661 -0.019 -0.023 -0.093
H -2.47695 2.65248 0.17972 0.033 0.083 -0.062
H -2.09297 1.90909 2.50562 -0.035 -0.044 0.100
H -3.86166 1.89042 0.97489 -0.100 -0.008 0.034
```
Forces are in eV/Å.

Output
**2S+1**: 1
**Net charge**: +1
**Frontier orbital gap**: 7.3 eV
**LUMO energy**: -4.786 eV
**Energy relative to the best compared isomer or geometry (same formula, charge and spin)**: 66.3 kcal per mole

The highest net charge belongs to which entry? C5H14N3